Record 1
{"formula": "C16H36Cl12O3P", "method": "ωB97M-V/def2-TZVPD", "mol_weight_g_mol": 732.87, "lumo_energy_ev": 2.008, "gap_ev": 5.82, "total_charge": -1, "e_homo_ev": -3.81, "elements": ["C", "C", "O", "C", "C", "O", "P", "O", "H", "H", "H", "H", "H", "H", "H", "H", "H", "H", "H", "H", "Cl", "C", "C", "Cl", "H", "H", "H", "H", "Cl", "C", "C", "Cl", "H", "H", "H", "H", "Cl", "C", "C", "Cl", "H", "H", "H", "H", "Cl", "C", "C", "Cl", "H", "H", "H", "H", "Cl", "C", "C", "Cl", "H", "H", "H", "H", "Cl", "C", "C", "Cl", "H", "H", "H", "H"], "positions_angstrom": [[4.862, 4.711, -1.645], [4.016, 5.721, -2.504], [2.805, 6.151, -1.905], [1.914, 5.058, -1.674], [0.390, 5.359, -1.442], [-0.155, 4.049, -1.089], [0.750, 2.859, -2.042], [1.972, 4.021, -2.625], [5.481, 4.091, -2.348], [5.582, 5.224, -0.964], [4.261, 4.000, -1.037], [3.898, 5.303, -3.531], [4.647, 6.645, -2.624], [2.244, 4.670, -0.668], [-0.243, 5.611, -2.337], [0.227, 5.963, -0.513], [-0.045, 1.781, -1.472], [-0.179, 3.204, -3.100], [1.279, 1.860, -2.951], [1.745, 2.583, -1.015], [-3.757, 2.887, -3.131], [-4.320, 2.259, -1.562], [-3.225, 2.261, -0.517], [-1.952, 1.070, -0.869], [-4.716, 1.257, -1.723], [-5.140, 2.903, -1.240], [-3.647, 1.999, 0.455], [-2.752, 3.241, -0.433], [0.223, -0.716, -1.328], [1.553, -1.822, -0.896], [2.826, -1.081, -0.549], [3.560, -0.297, -1.968], [1.705, -2.510, -1.726], [1.212, -2.399, -0.033], [3.565, -1.783, -0.159], [2.651, -0.315, 0.207], [-4.309, -1.716, 3.082], [-2.629, -1.116, 3.146], [-1.922, -1.251, 1.816], [-1.607, -2.952, 1.387], [-2.107, -1.657, 3.934], [-2.680, -0.069, 3.429], [-0.953, -0.753, 1.861], [-2.497, -0.802, 1.008], [0.955, -8.214, 2.783], [-0.604, -7.367, 2.954], [-1.256, -7.095, 1.618], [-0.367, -5.880, 0.669], [-0.428, -6.445, 3.508], [-1.248, -8.009, 3.556], [-2.262, -6.701, 1.772], [-1.333, -8.001, 1.018], [-0.570, 1.011, 4.211], [-0.919, 2.229, 5.462], [-2.088, 1.829, 6.334], [-3.632, 1.864, 5.446], [-1.098, 3.181, 4.965], [-0.020, 2.325, 6.071], [-2.184, 2.528, 7.165], [-1.956, 0.828, 6.744], [0.907, -4.654, -1.955], [0.192, -4.847, -3.573], [0.704, -6.082, -4.280], [2.421, -5.935, -4.734], [0.400, -3.942, -4.143], [-0.887, -4.921, -3.434], [0.145, -6.236, -5.203], [0.593, -6.971, -3.661]]}

---

Record 2
{"formula": "C16H36F2K2N3O4S2", "method": "ωB97M-V/def2-TZVPD", "mol_weight_g_mol": 514.81, "lumo_energy_ev": -8.076, "gap_ev": 7.30, "total_charge": 3, "e_homo_ev": -15.38, "elements": ["K", "K", "C", "C", "C", "N", "C", "C", "C", "C", "C", "H", "H", "H", "H", "H", "H", "H", "H", "H", "H", "H", "H", "H", "H", "H", "H", "H", "H", "C", "C", "C", "N", "C", "C", "C", "C", "C", "H", "H", "H", "H", "H", "H", "H", "H", "H", "H", "H", "H", "H", "H", "H", "H", "H", "H", "N", "S", "O", "O", "F", "S", "O", "O", "F"], "positions_angstrom": [[1.547, 2.959, 5.632], [-3.280, 0.433, 5.489], [3.397, 2.125, -3.783], [4.492, 2.406, -2.721], [4.731, 3.965, -2.651], [6.006, 4.371, -1.801], [5.726, 4.020, -0.315], [6.413, 5.849, -2.093], [7.569, 5.952, -3.174], [7.774, 4.499, -3.512], [7.331, 3.765, -2.213], [2.571, 2.827, -3.674], [2.986, 1.115, -3.778], [3.859, 2.285, -4.758], [5.404, 1.859, -2.960], [4.053, 2.077, -1.779], [3.865, 4.375, -2.131], [4.672, 4.407, -3.646], [4.674, 4.198, -0.091], [6.418, 4.557, 0.334], [6.050, 2.980, -0.268], [6.623, 6.338, -1.142], [5.519, 6.332, -2.489], [8.456, 6.415, -2.741], [7.276, 6.596, -4.003], [8.782, 4.290, -3.870], [7.088, 4.261, -4.325], [8.111, 3.900, -1.464], [7.243, 2.682, -2.311], [-3.447, -5.517, 3.916], [-4.356, -4.489, 3.241], [-4.959, -5.020, 1.970], [-6.285, -4.429, 1.482], [-7.436, -4.724, 2.554], [-6.599, -5.100, 0.141], [-6.007, -4.239, -0.980], [-6.361, -2.845, -0.473], [-6.239, -2.930, 1.042], [-3.966, -6.454, 4.121], [-3.097, -5.160, 4.885], [-2.571, -5.872, 3.374], [-3.782, -3.602, 2.975], [-5.011, -4.130, 4.035], [-5.296, -6.029, 2.209], [-4.306, -5.018, 1.097], [-7.968, -5.667, 2.424], [-8.183, -3.940, 2.439], [-7.149, -4.604, 3.598], [-7.683, -5.220, 0.126], [-6.239, -6.125, 0.232], [-6.630, -4.500, -1.835], [-4.970, -4.548, -1.111], [-7.349, -2.491, -0.767], [-5.629, -2.151, -0.887], [-6.933, -2.406, 1.698], [-5.240, -2.744, 1.438], [-0.638, 1.077, 2.393], [-0.997, 1.706, 1.096], [-1.908, 0.874, 0.311], [0.010, 2.607, 0.525], [-2.029, 2.738, 1.817], [0.707, 0.170, 1.751], [2.021, 0.623, 2.124], [0.647, -0.615, 0.496], [0.524, -1.066, 2.784]]}

---

Record 3
{"formula": "C16H36O7S", "method": "ωB97M-V/def2-TZVPD", "mol_weight_g_mol": 372.52, "lumo_energy_ev": 0.824, "gap_ev": 9.92, "e_homo_ev": -9.10, "elements": ["C", "C", "C", "O", "S", "O", "O", "C", "C", "C", "C", "C", "H", "H", "H", "H", "H", "H", "H", "H", "H", "H", "H", "H", "H", "H", "H", "H", "C", "O", "C", "C", "O", "C", "H", "H", "H", "H", "H", "H", "H", "H", "H", "H", "C", "O", "C", "C", "O", "C", "H", "H", "H", "H", "H", "H", "H", "H", "H", "H"], "positions_angstrom": [[-4.079, 3.290, -6.243], [-2.816, 2.905, -6.153], [-2.410, 1.461, -6.111], [-1.139, 1.373, -5.429], [-0.631, -0.066, -4.880], [-1.583, -1.042, -5.374], [-0.903, 0.129, -3.301], [-2.000, 0.897, -2.755], [-1.533, 2.166, -2.069], [-1.011, 3.284, -2.971], [0.460, 3.144, -3.365], [0.851, 4.102, -4.484], [-4.349, 4.335, -6.335], [-4.889, 2.567, -6.229], [-2.014, 3.637, -6.124], [-3.157, 0.855, -5.600], [-2.281, 1.065, -7.121], [-2.748, 1.091, -3.529], [-2.460, 0.242, -2.013], [-2.395, 2.530, -1.502], [-0.768, 1.892, -1.337], [-1.639, 3.377, -3.864], [-1.114, 4.228, -2.424], [0.690, 2.120, -3.668], [1.075, 3.337, -2.479], [0.578, 5.132, -4.240], [0.348, 3.829, -5.415], [1.925, 4.072, -4.677], [1.777, -2.220, 1.992], [1.017, -2.824, 0.960], [-0.336, -2.409, 0.936], [-0.595, -1.376, -0.139], [0.079, -0.155, 0.125], [1.273, 0.001, -0.624], [2.819, -2.487, 1.819], [1.681, -1.130, 1.976], [1.477, -2.589, 2.977], [-0.630, -2.007, 1.912], [-0.952, -3.290, 0.732], [-1.669, -1.164, -0.171], [-0.300, -1.771, -1.116], [1.048, 0.164, -1.681], [1.925, -0.871, -0.525], [1.790, 0.876, -0.232], [1.677, -4.236, 8.129], [2.338, -2.995, 8.278], [3.243, -2.699, 7.228], [2.657, -1.717, 6.239], [1.554, -2.266, 5.538], [0.297, -1.824, 6.012], [0.907, -4.284, 8.897], [1.210, -4.329, 7.145], [2.371, -5.071, 8.273], [3.536, -3.616, 6.706], [4.141, -2.261, 7.674], [3.423, -1.455, 5.502], [2.360, -0.800, 6.759], [0.131, -0.770, 5.761], [0.207, -1.950, 7.094], [-0.463, -2.426, 5.517]]}

---

Record 4
{"formula": "C16H37AlBrCl6GaN2O6P", "method": "ωB97M-V/def2-TZVPD", "mol_weight_g_mol": 773.78, "lumo_energy_ev": -2.758, "gap_ev": 1.05, "total_charge": -1, "e_homo_ev": -3.81, "elements": ["C", "C", "P", "C", "Ga", "H", "H", "H", "H", "H", "H", "H", "H", "H", "H", "H", "Al", "C", "Cl", "Cl", "H", "H", "O", "Cl", "O", "O", "O", "C", "C", "O", "C", "H", "H", "H", "H", "H", "H", "Br", "C", "C", "C", "O", "H", "H", "H", "H", "H", "H", "H", "N", "H", "H", "H", "H", "Cl", "N", "C", "C", "C", "C", "C", "H", "H", "H", "H", "H", "C", "Cl", "Cl", "H", "H"], "positions_angstrom": [[4.706, 1.460, -2.330], [3.262, 1.761, -1.689], [1.787, 1.246, -2.764], [1.308, -0.564, -2.471], [-0.009, 2.483, -1.806], [5.270, 2.450, -2.416], [5.278, 0.787, -1.585], [4.669, 0.995, -3.370], [3.182, 2.917, -1.601], [3.114, 1.338, -0.628], [1.578, -1.273, -3.332], [0.158, -0.613, -2.382], [1.698, -0.992, -1.465], [0.406, 4.035, -1.847], [-1.402, 2.163, -2.514], [0.000, 2.033, -0.235], [2.827, 3.166, 0.426], [-4.130, 3.879, -2.602], [-4.100, 2.347, -3.485], [-2.668, 4.828, -2.911], [-4.997, 4.453, -2.921], [-4.198, 3.672, -1.538], [2.991, 2.825, 6.164], [3.130, 2.488, 4.758], [1.825, 2.487, 4.131], [3.726, 1.174, 4.632], [3.977, 3.466, 4.105], [1.889, -6.062, -3.816], [2.232, -4.599, -3.712], [1.385, -3.770, -3.395], [3.644, -4.200, -4.012], [0.835, -6.205, -3.573], [2.064, -6.413, -4.837], [2.493, -6.636, -3.110], [3.914, -4.482, -5.100], [4.326, -4.695, -3.311], [3.747, -3.120, -3.897], [4.480, -3.728, -6.482], [-0.728, 0.430, 4.963], [0.209, -0.633, 5.575], [-0.637, -1.663, 6.351], [1.009, -0.023, 6.439], [-1.308, 0.962, 5.724], [-0.166, 1.172, 4.389], [-1.441, -0.043, 4.279], [0.645, -1.179, 4.722], [-1.214, -1.203, 7.159], [-0.009, -2.445, 6.788], [-1.349, -2.152, 5.677], [4.068, -1.103, 0.649], [3.933, -2.117, 0.599], [4.905, -0.843, 0.118], [3.249, -0.629, 0.250], [4.183, -0.821, 1.630], [3.118, 3.553, 8.264], [-6.429, 3.949, -0.809], [-7.568, 3.535, -1.387], [-8.831, 3.830, -0.900], [-8.928, 4.595, 0.253], [-7.767, 5.035, 0.872], [-6.551, 4.689, 0.305], [-7.440, 2.938, -2.284], [-9.716, 3.471, -1.410], [-9.899, 4.846, 0.666], [-7.805, 5.633, 1.774], [-5.615, 5.012, 0.750], [0.727, -8.106, -0.819], [-0.217, -7.758, -2.273], [1.797, -6.759, -0.408], [0.046, -8.280, 0.011], [1.330, -8.996, -0.994]]}